[1]
118
Properties=species:S:1:pos:R:3 method="wB97M-V/def2-TZVPD" charge=+1 de_lowest_kj_mol=197.8 homo_lumo_gap_ev=6.922
Sr 1.313 -0.062 0.187
C -0.276 -4.898 -0.070
C -0.094 -3.442 -0.136
N 0.922 -2.864 0.368
N 1.857 -3.618 1.040
C 3.051 -3.107 1.419
N 3.663 -3.897 2.309
S 3.803 -1.743 0.823
C -1.115 -2.496 -0.682
C -2.428 -3.090 -1.040
C -3.174 -2.502 -1.980
C -2.742 -1.233 -2.674
C -1.236 -1.191 -2.683
N -0.505 -1.741 -1.804
H 0.725 -5.367 -0.157
H -0.850 -5.307 -0.894
H -0.679 -5.219 0.857
H 1.559 -4.470 1.470
H 3.190 -4.728 2.640
H 4.665 -3.862 2.424
H -2.757 -4.011 -0.495
H -4.130 -2.901 -2.272
H -3.131 -1.138 -3.681
H -0.800 -0.637 -3.510
C -5.713 2.002 -3.204
C -4.492 1.230 -3.769
C -3.978 1.742 -5.101
C -3.306 3.076 -4.980
C -2.237 3.080 -3.896
C -1.186 3.995 -3.956
C -0.264 4.114 -2.931
F 0.740 5.049 -3.071
C -0.382 3.332 -1.810
C -1.408 2.363 -1.762
C -1.416 1.408 -0.692
O -0.527 1.470 0.278
C -2.325 0.349 -0.720
C -3.250 0.089 -1.898
N -3.326 1.261 -2.795
C -2.351 2.207 -2.794
C -2.368 -0.659 0.379
O -3.175 -0.794 1.281
O -1.254 -1.530 0.450
H -6.606 1.756 -3.740
H -5.534 3.097 -3.299
H -5.830 1.806 -2.107
H -4.700 0.148 -3.864
H -4.824 1.904 -5.771
H -3.359 1.006 -5.632
H -4.069 3.800 -4.752
H -2.935 3.371 -5.950
H -1.092 4.611 -4.854
H 0.299 3.474 -0.959
H -4.268 -0.196 -1.595
N -1.543 2.090 2.832
C -2.110 1.207 3.733
C -3.270 1.572 4.397
C -3.806 0.732 5.350
C -3.206 -0.499 5.693
C -2.082 -0.866 5.004
C -1.479 -0.013 4.038
P 0.076 -0.533 3.229
C 1.327 0.345 4.232
C 1.054 1.462 4.971
C 2.049 2.315 5.474
C 3.374 1.897 5.383
C 3.681 0.670 4.763
C 2.670 -0.016 4.116
C 0.220 -2.341 3.749
C -0.645 -3.216 3.128
C -0.594 -4.593 3.464
C 0.422 -5.062 4.312
C 1.235 -4.124 4.936
C 1.156 -2.772 4.672
H -2.107 2.871 2.518
H -1.161 1.668 1.966
H -3.715 2.546 4.192
H -4.713 1.077 5.823
H -3.701 -1.118 6.413
H -1.626 -1.784 5.309
H -0.040 1.776 5.093
H 1.767 3.317 5.845
H 4.177 2.482 5.816
H 4.705 0.329 4.790
H 2.905 -0.841 3.469
H -1.396 -2.799 2.422
H -1.316 -5.251 3.035
H 0.497 -6.095 4.563
H 1.968 -4.560 5.595
H 1.879 -2.071 5.087
C 1.707 0.675 -3.240
N 2.308 0.982 -4.506
C 3.029 2.242 -4.381
N 4.031 2.151 -3.335
C 3.421 1.788 -2.024
N 2.684 0.493 -2.141
C 3.651 -0.545 -2.557
N 4.294 -0.207 -3.786
C 3.253 -0.108 -4.847
C 4.988 1.083 -3.705
H 1.208 -0.306 -3.372
H 1.009 1.510 -2.915
H 2.342 3.060 -4.119
H 3.462 2.476 -5.355
H 2.723 2.585 -1.655
H 4.164 1.698 -1.233
H 3.220 -1.520 -2.588
H 4.445 -0.636 -1.820
H 2.705 -1.070 -4.879
H 3.682 0.067 -5.828
H 5.435 1.338 -4.685
H 5.720 1.069 -2.891
N 1.980 3.295 1.086
N 2.709 2.028 1.243
H 2.090 3.872 1.909
H 0.981 3.022 0.999
H 2.755 1.850 2.264
H 3.661 2.268 1.003

=====

[2]
168
Properties=species:S:1:pos:R:3 method="wB97M-V/def2-TZVPD" charge=+1 de_lowest_kj_mol=1475.8 homo_lumo_gap_ev=7.382
C -0.356 0.476 4.941
O 0.805 1.273 4.432
C 1.120 2.285 5.485
C 2.086 3.511 4.926
C 3.553 3.014 4.384
C 4.385 4.217 3.574
C 3.441 4.681 2.273
C 4.285 4.617 0.871
C 3.436 4.979 -0.480
C 1.931 4.338 -0.562
C 1.862 2.908 -1.427
O 2.192 3.293 -2.821
C 1.789 2.259 -3.786
C 0.436 2.611 -4.654
N 0.450 2.110 -6.081
C 0.612 0.609 -6.180
C -0.699 -0.265 -5.727
C -0.236 -1.312 -4.525
O -1.897 0.524 -5.404
O 0.461 2.466 -1.437
C 0.050 1.848 -0.169
C -1.514 1.308 -0.416
N -2.261 2.546 -0.958
C 1.060 0.651 0.307
B 0.338 -0.785 0.649
N 0.229 -1.224 2.128
O -0.240 -1.665 -0.400
N 2.242 0.419 -0.659
C 2.916 1.765 -0.809
C 4.366 1.748 -1.567
C 5.300 0.412 -1.220
O 6.061 0.327 -0.116
C 5.164 -0.817 -2.346
C 4.509 -2.288 -2.041
C 4.435 -3.336 -3.342
C 4.977 -2.922 -4.865
C 5.647 -1.437 -5.144
C 5.724 -0.408 -3.868
H -0.634 0.764 6.064
H -1.330 0.654 4.313
H -0.137 -0.680 4.958
H 0.077 2.802 5.737
H 1.507 1.807 6.482
H 1.435 4.082 4.120
H 2.279 4.285 5.797
H 4.214 2.486 5.200
H 3.337 2.192 3.546
H 5.388 3.699 3.187
H 4.636 5.107 4.293
H 2.992 5.750 2.446
H 2.607 3.830 2.203
H 4.862 3.586 0.833
H 5.140 5.445 0.960
H 3.393 6.168 -0.579
H 4.039 4.624 -1.448
H 1.367 4.250 0.461
H 1.285 5.101 -1.217
H 1.681 1.180 -3.348
H 2.675 2.195 -4.584
H -0.483 2.254 -4.023
H 0.375 3.803 -4.689
H -0.471 2.411 -6.512
H 1.555 0.175 -5.627
H 0.785 0.371 -7.337
H -1.004 -0.967 -6.644
H -0.984 -2.219 -4.389
H 0.035 -0.767 -3.523
H 0.778 -1.802 -4.914
H -2.213 0.140 -4.516
H -0.044 2.613 0.737
H -1.592 0.505 -1.264
H -2.063 1.029 0.582
H -1.925 3.412 -0.484
H -2.107 2.564 -1.990
H 1.564 1.021 1.322
H 1.119 -0.949 2.602
H 0.136 -2.263 2.201
H -0.024 -1.172 -1.269
H 1.942 -0.031 -1.555
H 2.834 -0.309 -0.158
H 3.130 2.144 0.303
H 4.328 1.802 -2.735
H 4.977 2.679 -1.146
H 4.106 -2.541 -0.971
H 3.936 -4.386 -3.135
H 4.895 -3.644 -5.793
H 6.048 -1.051 -6.174
H 6.169 0.676 -4.061
C -4.510 -1.760 1.843
O -4.607 -0.389 1.471
C -5.092 -0.225 0.134
C -6.563 0.199 0.125
O -7.409 -0.857 0.590
C -7.849 -0.645 1.926
H -4.310 -1.810 2.917
H -5.438 -2.299 1.638
H -3.680 -2.232 1.308
H -4.941 -1.138 -0.454
H -4.494 0.571 -0.324
H -6.861 0.413 -0.907
H -6.713 1.111 0.715
H -8.581 0.167 1.951
H -7.015 -0.414 2.595
H -8.332 -1.561 2.278
C -3.650 5.319 -2.901
O -2.743 4.848 -3.893
C -3.360 3.922 -4.794
C -3.681 4.585 -6.137
O -4.721 5.559 -5.998
C -4.216 6.890 -6.002
H -3.174 6.144 -2.366
H -4.579 5.684 -3.347
H -3.871 4.517 -2.189
H -4.258 3.479 -4.349
H -2.637 3.117 -4.965
H -4.053 3.820 -6.826
H -2.783 5.031 -6.581
H -3.882 7.156 -7.009
H -3.392 7.012 -5.293
H -5.026 7.565 -5.712
C -7.360 -4.340 3.776
O -6.022 -4.017 4.140
C -5.890 -3.760 5.543
C -5.258 -4.951 6.269
O -6.141 -6.077 6.284
C -5.767 -7.067 5.333
H -7.357 -4.695 2.742
H -7.772 -5.126 4.413
H -7.988 -3.445 3.839
H -6.858 -3.497 5.987
H -5.227 -2.894 5.645
H -5.081 -4.672 7.313
H -4.292 -5.216 5.823
H -4.857 -7.575 5.665
H -5.610 -6.635 4.340
H -6.573 -7.803 5.267
C 1.160 -4.757 -6.617
O 1.323 -5.099 -5.245
C 0.337 -6.037 -4.800
C 0.921 -7.448 -4.692
O 1.234 -7.979 -5.984
C 2.630 -7.937 -6.259
H 2.037 -4.187 -6.935
H 1.077 -5.646 -7.246
H 0.270 -4.131 -6.740
H -0.542 -6.024 -5.456
H 0.017 -5.712 -3.804
H 0.167 -8.109 -4.252
H 1.802 -7.461 -4.038
H 3.151 -8.681 -5.650
H 3.049 -6.944 -6.070
H 2.780 -8.181 -7.314
C 2.661 -1.424 7.499
O 4.053 -1.727 7.502
C 4.841 -0.653 6.976
C 5.531 0.129 8.097
O 4.580 0.854 8.884
C 4.322 0.221 10.133
H 2.142 -2.199 8.070
H 2.459 -0.456 7.964
H 2.283 -1.430 6.472
H 4.233 0.010 6.349
H 5.608 -1.106 6.340
H 6.200 0.870 7.648
H 6.136 -0.534 8.725
H 5.189 0.331 10.790
H 4.083 -0.839 10.007
H 3.466 0.717 10.598

=====

[3]
22
Properties=species:S:1:pos:R:3 method="wB97M-V/def2-TZVPD" smiles=CSc1c(N)nsc1N(C)C de_lowest_kj_mol=98.8 homo_lumo_gap_ev=8.237
C -1.282 1.853 1.040
S -1.921 0.087 0.729
C -1.093 -0.390 -0.747
C -1.856 -0.887 -1.814
N -3.206 -0.806 -1.958
N -1.150 -1.361 -2.857
S 0.467 -1.541 -2.467
C 0.301 -0.795 -0.876
N 1.341 -0.444 -0.146
C 1.112 -0.573 1.354
C 2.737 -0.561 -0.681
H -0.364 1.767 1.531
H -2.166 2.264 1.500
H -1.005 2.177 0.089
H -3.834 -0.811 -1.161
H -3.653 -1.289 -2.763
H 0.497 -1.519 1.510
H 2.117 -0.747 1.809
H 0.692 0.302 1.906
H 2.625 -0.558 -1.836
H 3.419 0.189 -0.399
H 3.041 -1.637 -0.453

=====

[4]
45
Properties=species:S:1:pos:R:3 method="wB97M-V/def2-TZVPD" charge=+2 multiplicity=2 homo_lumo_gap_ev="6.236 / 5.879" s_squared=0.7750
Ru -0.240 -0.017 -0.222
N -1.212 -1.940 0.421
C -1.521 -1.809 1.854
C -0.300 -1.293 2.542
N 0.035 0.056 2.053
C 1.449 0.410 2.282
C 2.372 -0.487 1.505
N 1.944 -0.502 0.092
C -0.857 1.084 2.639
C -1.126 2.158 1.637
N -1.753 1.513 0.464
H -0.567 -2.709 0.271
H -2.055 -2.155 -0.103
H -2.362 -1.124 1.950
H -1.815 -2.755 2.308
H -0.443 -1.302 3.625
H 0.529 -1.961 2.316
H 1.585 1.439 1.948
H 1.696 0.374 3.346
H 3.387 -0.106 1.611
H 2.375 -1.502 1.890
H 2.414 0.240 -0.421
H 2.216 -1.366 -0.367
H -1.799 0.614 2.924
H -0.419 1.507 3.545
H -1.758 2.928 2.080
H -0.206 2.636 1.303
H -2.661 1.133 0.717
H -1.917 2.195 -0.271
O 1.515 1.163 -6.810
S 0.899 -0.041 -6.375
O 1.340 -1.323 -6.802
N 0.952 -0.047 -4.667
C -0.220 0.037 -4.218
S -0.436 0.090 -2.468
C -1.359 0.115 -5.154
C -2.717 0.215 -4.917
C -3.570 0.279 -6.012
C -3.071 0.247 -7.310
C -1.702 0.145 -7.550
C -0.875 0.081 -6.452
H -3.105 0.241 -3.905
H -4.637 0.357 -5.856
H -3.751 0.302 -8.149
H -1.310 0.120 -8.559

=====

no.,largest force on an atom (eV Å⁻¹)
1,3.19
2,8.47
3,4.74
4,2.15